A structure of composition C26H42Cl3CrN4O4Si at a distorted geometry. Source: the OMol25 dataset; level of theory: ωB97M-V/def2-TZVPD.

```
81
Properties=species:S:1:pos:R:3
Cr -0.7286 -0.4180 0.1000
Cl -0.8263 -2.4222 -0.8568
Cl -3.9875 -1.4323 -1.0300
Cl -0.0416 -1.4713 1.9879
Si -2.8625 -3.2830 -0.9155
O -2.2920 0.5819 0.7024
O 1.4724 -1.5558 -1.3636
O -0.8786 0.3170 -1.9102
O 3.2101 1.4577 3.5839
N -4.1376 0.6094 1.9693
N 0.4620 -0.0908 -3.7371
N 3.2226 3.7336 3.6512
N 0.3231 1.3730 0.5658
C 1.8754 2.5947 1.9633
C 2.5307 -1.6054 -0.5371
C -4.7109 1.6531 1.1302
C 4.9373 -3.1995 -3.1260
C -3.3640 -3.4745 0.9247
C 3.3608 -2.6537 -1.2807
C 3.2413 -0.2616 -0.2750
C 1.1973 1.4299 1.5865
C 2.9225 -4.0654 -1.0588
C 4.8411 0.9920 1.0438
C 1.6761 3.7472 1.1922
C 1.6890 0.2454 -4.4478
C -4.9522 0.0792 3.0448
C 4.0710 -0.1546 0.8405
C 0.0777 2.5064 -0.1174
C 4.2777 -2.2650 -2.1814
C 0.7698 3.6925 0.1396
C -2.3005 -5.1714 -0.8882
C 3.8970 1.9631 -0.9565
C -2.9321 0.1435 1.7106
C 3.1333 0.8098 -1.1575
C 4.7672 2.0498 0.1355
C 0.0549 0.6384 -2.6879
C -0.1048 -1.4011 -4.0341
C 2.7928 2.5278 3.1411
C -3.5143 -3.6035 -2.7038
H -2.5000 -0.6169 2.3847
H 5.4952 1.0464 1.9137
H 3.0567 -4.6844 -1.9555
H -1.6399 -5.3862 -0.0360
H 3.7024 3.6664 4.5382
H -3.2367 -2.8018 -3.3949
H -1.1688 -1.4165 -3.7857
H -5.5810 1.2552 0.5956
H 5.3765 2.9416 0.2919
H 5.4518 -2.6284 -3.9026
H 3.5072 -4.5263 -0.2432
H -4.4067 -0.7512 3.5039
H 2.5568 -0.2947 -4.0303
H 0.0420 -1.5718 -5.1054
H -3.1829 -5.8206 -0.7963
H 5.6847 -3.8122 -2.6068
H 2.2277 4.6571 1.4107
H -5.0404 2.4720 1.7750
H -3.2715 -4.5158 1.2575
H 1.5789 -0.0459 -5.4995
H 2.2989 -2.0305 0.4589
H 2.4546 0.7115 -2.0122
H 1.3323 0.4903 2.1246
H 0.5772 4.5498 -0.4960
H -2.7157 -2.8765 1.5799
H 4.2218 -3.8766 -3.6111
H 1.8696 1.3235 -4.3817
H -4.4027 -3.1711 1.1009
H -1.7798 -5.4403 -1.8149
H 4.1041 -0.9888 1.5446
H -3.1716 -4.5470 -3.1332
H 4.5652 -1.2091 -2.2369
H -5.9152 -0.2687 2.6504
H 1.8600 -4.0762 -0.7663
H 3.8042 2.7981 -1.6602
H 0.6004 1.5973 -2.5754
H 2.6648 4.5688 3.5297
H -5.1334 0.8619 3.7920
H -4.6119 -3.6485 -2.6769
H 0.4274 -2.1796 -3.4685
H -3.9586 2.0012 0.4192
H -0.6702 2.4523 -0.9037
```

Values from the calculation:
net charge	-1
largest force on an atom	0.072	Eh/bohr
relative energy (zero: lowest compared OMol25 entry of this formula, charge and spin)	0.0	kcal/mol
2S+1	5
HOMO-LUMO gap (alpha / beta)	0.194 / 0.211	Ha